Formula: C25H35N2O6
Source: the Open Molecules 2025 dataset
Level of theory: wB97M-V/def2-TZVPD

Last column: Mulliken charge in e.
CARTESIAN COORDINATES (ANGSTROEM)
O -3.234 0.452 -0.277  -0.33
O 2.115 -8.778 1.247  -0.45
O -2.911 4.911 3.571  -0.57
O -2.491 -1.605 0.076  -0.69
O 1.214 -8.258 -0.795  -0.46
O -3.569 6.837 2.694  -0.36
N 1.244 -3.152 0.804  0.27
N 2.910 -0.862 2.667  -0.67
C -2.638 -0.235 2.001  -1.02
C 2.063 -3.894 1.761  -0.06
C -2.807 -0.522 0.537  0.83
C 0.569 -3.870 -0.276  0.52
C -1.169 6.337 2.853  -0.93
C 3.216 -0.116 0.264  -1.05
C 1.569 -6.251 0.534  0.37
C 2.708 -1.487 -4.656  0.59
C -3.327 8.190 2.278  -0.40
C 1.636 -7.825 0.318  0.53
C -2.610 5.984 3.092  0.77
C -2.697 2.697 0.492  -0.77
C 1.707 -3.478 -3.074  -0.54
C 2.270 -5.447 1.672  -0.76
C 2.737 -2.960 -4.147  -0.67
C 1.615 -0.555 -4.064  -0.59
C 0.688 -5.427 -0.462  -0.86
C 0.620 -2.519 -2.477  0.65
C -3.791 1.698 0.176  -0.59
C 0.567 -1.048 -2.997  -0.26
C 2.427 -0.922 1.444  0.26
C -2.934 8.244 0.816  -0.94
C 1.092 -1.682 0.997  0.10
C -0.379 -3.120 -1.354  0.44
C 3.831 -1.059 -5.715  -1.11
H -4.397 2.080 -0.649  0.35
H 3.651 0.828 0.741  0.47
H -1.596 0.026 2.197  0.16
H 1.812 -4.584 -2.786  0.24
H 3.537 -3.657 -4.562  0.28
H 1.549 0.539 -4.382  0.30
H -2.898 -1.134 2.563  0.36
H 3.976 -0.769 -0.282  0.26
H -0.835 5.867 1.926  0.22
H 4.787 -0.844 -5.094  0.27
H -2.804 9.278 0.490  0.35
H -3.285 0.556 2.374  0.38
H 0.699 -1.129 0.061  0.09
H -2.003 7.703 0.629  0.27
H -2.054 2.847 -0.380  0.31
H -0.896 -2.261 -0.792  -0.67
H 0.270 -1.519 1.798  0.07
H 1.935 -8.515 2.179  0.33
H -1.140 -3.836 -1.812  0.56
H -4.270 8.725 2.415  0.31
H -0.576 5.954 3.686  0.32
H -2.599 8.677 2.930  0.36
H -2.053 2.347 1.302  0.27
H -3.702 7.773 0.197  0.29
H -0.242 -0.344 -2.567  0.35
H -3.126 3.658 0.784  0.26
H -4.475 1.541 1.013  0.38
H -0.977 7.407 2.808  0.33
H 2.933 -5.995 2.442  0.30
H 4.106 -1.973 -6.367  0.31
H 2.592 -3.387 2.650  0.40
H 3.568 -0.145 -6.343  0.32
H 3.764 -0.271 2.591  0.30
H 0.120 -5.975 -1.302  0.41
H 2.390 0.252 -0.461  0.23

Summary:
- total charge = +1
- highest occupied orbital energy (eV) = -11.12
- DFT total energy (eV) = -41742.6770
- LUMO level (eV) = -4.76


Formula: C25H35N5O4S
Source: the Open Molecules 2025 dataset
Level of theory: wB97M-V/def2-TZVPD

Last column: Mulliken charge in e.
CARTESIAN COORDINATES (ANGSTROEM)
S 4.692 5.385 -0.995  -0.30
O 0.836 4.215 -2.209  -0.33
O 0.118 5.214 0.831  -0.69
O -1.054 -1.544 2.753  -0.61
O 2.555 -1.282 2.807  -0.69
N -2.268 -3.934 0.663  0.47
N -1.396 -3.718 3.231  -0.21
N 3.567 3.334 0.116  0.02
N 1.356 -1.854 0.992  0.28
N 2.216 5.226 -0.034  0.08
C -4.800 -4.982 -0.270  -0.69
C 0.479 1.108 1.776  0.00
C 1.696 6.538 -2.055  -0.40
C 1.337 3.191 0.934  1.01
C -2.328 -4.692 -0.575  -0.61
C 1.698 0.492 1.483  -0.15
C 1.675 2.125 -2.972  -1.03
C 0.209 -4.010 0.796  -1.52
C 1.135 4.601 0.595  0.54
C 3.415 4.627 -0.273  -0.11
C 2.744 1.222 0.946  -0.40
C -3.474 -5.700 -0.493  -0.89
C -3.492 -3.158 0.818  -0.57
C 1.721 3.636 -3.145  -0.15
C -1.171 -2.692 2.389  -0.55
C 1.992 6.565 -0.553  -1.39
C -4.682 -4.101 0.968  -0.94
C 0.304 2.446 1.500  -1.38
C 1.419 -3.258 1.350  -1.17
C 2.565 2.575 0.667  -0.03
C 1.905 -0.952 1.834  0.06
C 0.550 5.582 -2.409  -0.79
C -0.893 -1.904 0.007  -0.63
C 0.589 -1.551 -0.189  -1.01
C -1.059 -3.146 0.912  1.41
H 1.950 1.859 -1.954  0.00
H -0.309 5.781 -1.763  0.37
H 2.598 6.253 -2.599  0.22
H -5.608 -5.704 -0.150  0.36
H -1.346 -2.090 -0.967  0.45
H 0.693 -0.493 -0.430  0.21
H -1.552 -3.521 4.206  0.32
H -1.406 -1.064 0.476  0.29
H 1.008 -2.130 -1.022  0.43
H 2.345 -3.701 0.960  0.40
H -1.683 -4.605 2.854  0.27
H 0.256 5.748 -3.457  0.50
H -2.485 -4.041 -1.452  0.30
H 0.083 -4.946 1.340  0.30
H -3.665 -2.500 -0.050  0.35
H -3.405 -2.526 1.703  0.36
H 3.694 0.749 0.743  0.48
H 0.668 1.762 -3.160  0.30
H 1.418 7.544 -2.368  0.48
H -1.394 -5.237 -0.715  0.40
H 2.881 7.169 -0.359  0.46
H -5.591 -3.516 1.113  0.38
H -0.629 2.948 1.706  0.54
H 0.386 -4.249 -0.254  0.63
H -4.533 -4.728 1.849  0.28
H 4.472 2.920 -0.066  0.34
H -5.029 -4.360 -1.139  0.33
H -3.505 -6.286 -1.413  0.39
H 2.748 3.998 -2.992  0.15
H 1.414 3.911 -4.166  0.50
H 2.365 1.652 -3.665  0.44
H -0.307 0.521 2.223  0.79
H 1.138 6.970 -0.008  0.49
H 1.459 -3.311 2.441  0.52
H -3.286 -6.380 0.340  0.31

Summary:
- energy above the lowest of the compared OMol25 structures with the same formula, charge and spin (kJ/mol) = 6.13
- highest occupied orbital energy (eV) = -8.27
- SMILES = CCOCCCn1c(=S)[nH]c2cc(C(=O)N3CCC(C(N)=O)(N4CCCCC4)CC3)ccc2c1=O
- DFT total energy (eV) = -52971.5834
- LUMO level (eV) = 0.36


Formula: C25H35N6O4OsP2SSe
Source: the Open Molecules 2025 dataset
Level of theory: wB97M-V/def2-TZVPD

Last column: Mulliken charge in e.
CARTESIAN COORDINATES (ANGSTROEM)
Os -1.653 1.468 0.686  2.51
Se -3.530 0.211 -0.867  0.90
S -1.347 0.579 2.739  -0.45
P -0.266 -2.291 0.776  0.95
P 0.713 1.082 0.496  0.64
O -3.585 0.484 0.806  -0.65
O -1.773 0.101 -0.731  -0.60
O -4.183 -1.073 -1.528  -0.62
O -3.737 1.656 -1.560  -0.56
N 1.301 0.325 -1.986  0.06
N -2.519 1.480 4.947  -0.35
N -2.462 2.978 3.227  -1.66
N -1.451 3.098 -0.523  0.09
N 0.405 -2.297 -1.865  0.10
N -2.105 3.092 1.918  0.80
C 1.285 -2.040 -5.381  -0.56
C 0.820 -2.564 -4.211  -0.59
C 1.833 -0.597 2.590  -1.74
C 1.791 0.074 -4.324  -0.77
C -1.177 2.967 -1.833  -0.22
C 1.984 0.731 1.857  2.21
C 1.536 2.528 -0.275  -1.76
C 2.028 -3.892 0.594  -1.77
C -1.942 4.268 -0.050  0.53
C -2.116 5.363 -0.881  -0.87
C 0.384 -1.551 -0.798  -0.34
C 3.362 0.765 1.185  -1.84
C 0.865 -0.190 -0.874  -0.16
C 1.829 1.851 2.899  -1.65
C 1.314 -0.453 -3.102  0.21
C 0.518 -4.001 0.821  1.63
C 0.843 -1.772 -3.038  0.22
C -1.821 5.232 -2.225  -0.66
C 1.783 -0.715 -5.438  -0.54
C -2.007 -2.685 0.368  -1.65
C -2.206 1.785 3.686  0.69
C -2.286 4.233 1.348  -0.22
C 0.261 -4.496 2.252  -1.81
C -1.357 4.016 -2.707  -0.78
C -0.074 -5.000 -0.173  -1.72
H -2.690 5.072 1.897  0.49
H 0.847 -0.735 3.023  0.12
H -1.140 3.870 -3.754  0.52
H 0.724 -5.477 2.385  0.48
H 2.262 -3.532 -0.408  0.30
H 0.105 -4.694 -1.201  0.21
H 2.478 -4.880 0.705  0.53
H 2.149 1.094 -4.346  0.48
H -0.820 2.000 -2.157  0.44
H 3.650 1.754 0.843  0.36
H -2.319 -3.491 1.033  0.57
H 1.273 -2.638 -6.283  0.42
H 3.423 0.074 0.342  0.31
H 2.506 -3.237 1.324  0.33
H -1.146 -5.131 -0.034  0.35
H 0.865 1.784 3.400  0.28
H 2.155 -0.328 -6.377  0.42
H -3.018 2.157 5.501  0.26
H 2.042 -1.442 1.941  0.12
H -2.637 -1.828 0.585  0.29
H -2.398 0.549 5.304  0.20
H 0.424 -3.568 -4.147  0.51
H 0.684 -3.817 2.995  0.32
H 2.049 3.089 0.502  0.46
H 4.092 0.446 1.931  0.55
H 2.612 1.740 3.651  0.56
H 1.923 2.852 2.477  0.31
H 0.397 -5.974 -0.014  0.54
H -1.956 6.070 -2.895  0.44
H 0.839 3.199 -0.748  0.35
H 2.571 -0.603 3.396  0.77
H -2.490 6.290 -0.470  0.52
H -2.157 -2.995 -0.665  0.38
H -0.805 -4.605 2.459  0.36
H 2.249 2.187 -1.018  0.47

Summary:
- energy above the lowest of the compared OMol25 structures with the same formula, charge and spin (kJ/mol) = 136.63
- total charge = +1
- highest occupied orbital energy (eV) = -10.81
- DFT total energy (eV) = -140842.0747
- LUMO level (eV) = -5.10


Formula: C25H35OSi
Source: the Open Molecules 2025 dataset
Level of theory: wB97M-V/def2-TZVPD

Last column: Mulliken charge in e.
CARTESIAN COORDINATES (ANGSTROEM)
Si 0.131 2.743 3.038  0.44
O -1.279 1.490 2.741  -0.64
C 1.571 -6.127 -1.253  -0.56
C 0.072 3.714 1.465  -0.63
C -0.286 3.744 4.541  -1.12
C -0.388 2.158 -2.942  -1.01
C 0.853 -3.740 -2.518  -0.76
C 0.449 -2.685 -0.239  0.06
C 2.238 -7.183 -3.429  -1.37
C -1.272 -1.175 2.118  -1.50
C -0.731 1.150 -2.034  -0.34
C 1.304 -4.835 -3.258  -0.70
C 0.063 0.941 -0.905  -0.13
C 1.691 -6.035 -2.644  0.93
C -3.914 2.407 2.327  -1.29
C 0.752 2.945 -2.750  0.93
C -1.820 1.157 1.613  0.23
C -1.403 -0.148 0.958  1.11
C -3.021 1.888 1.185  -0.16
C 1.122 -5.055 -0.499  -0.70
C -0.184 -0.188 0.111  0.54
C 1.263 1.647 -0.778  -0.58
C -0.090 -1.515 -0.665  -0.64
C 1.597 2.649 -1.683  -0.66
C 1.073 4.086 -3.674  -1.46
C 1.478 1.530 3.353  -0.98
C 0.774 -3.820 -1.099  0.36
H 3.207 -7.508 -3.041  0.34
H -1.229 -0.645 3.082  0.50
H -0.418 -1.406 -1.712  0.18
H 2.521 3.216 -1.543  0.43
H -0.343 3.159 0.610  -0.01
H -0.516 4.633 1.596  0.38
H -4.306 1.585 2.940  0.34
H 1.381 0.589 2.796  0.26
H 0.611 4.358 4.736  0.35
H -3.398 3.109 2.992  0.23
H 1.584 -8.058 -3.393  0.31
H -2.144 -1.840 2.077  0.26
H -1.553 0.467 -2.255  0.46
H 1.019 -5.150 0.583  0.32
H 2.428 2.006 3.086  0.40
H 0.520 4.001 -4.616  0.37
H -3.602 1.167 0.598  0.48
H -4.786 2.916 1.903  0.43
H -2.280 -0.455 0.370  0.65
H -0.364 -1.780 2.043  0.21
H 2.147 4.141 -3.899  0.37
H 2.377 -6.915 -4.476  0.36
H -2.749 2.723 0.522  0.29
H -1.004 2.337 -3.820  0.36
H 0.670 -2.825 0.831  0.31
H -0.475 3.128 5.435  0.35
H 0.666 -0.171 0.799  -0.05
H 1.505 1.285 4.423  0.38
H 1.965 1.365 0.010  0.44
H -1.137 4.428 4.393  0.35
H 1.103 3.994 1.215  0.37
H 0.567 -2.811 -3.026  0.27
H 1.359 -4.777 -4.347  0.28
H 0.804 5.054 -3.227  0.27
H 1.831 -7.065 -0.768  0.38

Summary:
- energy above the lowest of the compared OMol25 structures with the same formula, charge and spin (kJ/mol) = 31.94
- total charge = +1
- highest occupied orbital energy (eV) = -10.32
- DFT total energy (eV) = -36412.5873
- LUMO level (eV) = -4.22


We obtain Kohn-Sham gap values of 6.36, 8.63, 5.71, 6.10 eV for the records listed above, in that order.